No. 1
15
Properties=species:S:1:pos:R:3:forces:R:3 method="wB97M-V/def2-TZVPD" gap_ev="7.388 / 10.030" e_lumo_ev="-5.8 / -4.3" charge=+1 e_above_lowest_ev=6.503
C -0.153846 -0.364998 0.771475 -0.5 1.7 -0.7
C 1.345301 -1.663355 -0.940039 2.4 -1.0 1.3
C 0.594544 -0.621571 -1.658893 1.4 1.6 -0.2
C -1.221680 2.274008 0.195124 0.5 -0.3 1.5
N 0.405970 -0.855777 -0.252583 -1.3 1.2 0.3
N -0.064453 -0.614837 2.042358 1.1 1.2 3.4
H 0.893456 -2.638348 -1.092324 1.1 -0.4 0.1
H 2.441436 -1.437328 -0.528095 -2.4 -1.1 -1.5
H 1.208108 0.247309 -1.939068 -0.6 -0.1 0.3
H -0.194794 -0.859939 -2.323236 -0.7 -0.4 -0.4
H -0.656198 2.147613 -0.688267 -0.2 -0.3 -1.0
H -2.251030 2.102694 0.429065 -0.4 -0.5 -0.7
H -0.771330 2.931210 0.913250 0.4 0.1 0.3
H -0.460907 0.128572 2.745128 0.8 -2.1 -2.1
H 0.837084 -1.034751 2.426569 -1.6 0.3 -0.7



No. 2
112
Properties=species:S:1:pos:R:3:forces:R:3 method="wB97M-V/def2-TZVPD" gap_ev="6.088 / 5.708" e_lumo_ev="-9.3 / -9.7" charge=+3 spin_multiplicity=2
Re 0.101918 -0.197144 0.338020 0.8 -0.2 -0.6
N 1.456819 0.862734 -0.474614 -0.2 -0.1 0.0
C 2.363621 1.838238 0.149534 0.0 0.0 0.0
C 3.278993 1.135533 1.152023 -0.1 0.0 0.0
C 2.517683 0.629741 2.361850 0.0 0.0 0.0
N 1.485127 -0.404415 2.037490 0.0 0.0 -0.1
H 1.901146 0.452785 -1.294824 -0.1 0.1 -0.1
H 0.185576 2.337824 -1.421493 -0.1 0.0 0.0
H 1.777083 2.606643 0.657514 0.0 0.0 0.0
H 2.953201 2.317038 -0.634254 0.0 0.0 0.0
H 4.024180 1.851101 1.503431 0.0 0.0 0.0
H 3.825631 0.331560 0.651022 0.0 0.0 0.0
H 2.009334 1.464555 2.836038 0.0 0.0 0.1
H 3.202840 0.197110 3.091942 0.0 0.0 0.0
H 0.940945 -0.555460 2.884652 0.0 0.1 0.0
H 1.975043 -1.287656 1.871017 0.0 0.0 0.1
C 1.431944 4.345102 -3.482814 0.0 0.0 0.0
C 0.932352 3.053187 -4.122876 0.0 0.0 0.0
C 1.980593 1.951322 -4.062922 0.0 0.0 0.0
C -0.407998 2.587875 -3.544532 0.0 0.0 0.0
C -1.576585 3.490036 -3.956679 0.0 0.0 0.0
O -2.270275 3.793968 -2.706621 0.0 0.0 0.0
C -1.544950 3.398975 -1.697709 0.0 0.0 0.0
N -0.508095 2.701648 -2.064623 0.1 0.0 0.0
C -1.995347 3.841292 -0.371652 -0.1 0.0 0.1
C -2.648137 5.083049 -0.449689 0.0 0.0 0.0
C -3.226403 5.681511 0.650056 0.0 0.0 0.0
C -3.204936 5.012165 1.858025 0.0 0.0 0.0
C -2.563281 3.788199 1.950359 0.0 0.0 0.0
C -1.914826 3.174378 0.872798 0.1 0.1 0.1
P -1.243621 1.540171 1.494313 -0.3 0.2 0.0
C -0.395959 2.128121 2.999985 0.0 0.0 0.0
C 0.320800 3.327873 2.926722 0.0 0.0 0.0
C 1.083078 3.760309 4.000626 0.0 0.0 0.0
C 1.142323 3.003102 5.164141 0.0 0.0 0.0
C 0.429653 1.816527 5.248414 0.0 0.0 0.0
C -0.333201 1.377553 4.172238 0.0 0.0 0.0
C -2.849613 0.731435 1.850993 0.0 0.0 0.0
C -3.942162 1.060198 1.038376 0.0 0.0 0.0
C -5.171552 0.448135 1.223609 0.0 0.0 0.0
C -5.341465 -0.478903 2.241650 0.0 0.0 0.0
C -4.267157 -0.813295 3.052436 0.0 0.0 0.0
C -3.023943 -0.233339 2.843971 0.0 0.0 0.0
H 2.306462 4.713121 -4.016348 0.0 0.0 0.0
H 1.727900 4.185602 -2.441272 0.0 0.0 0.0
H 0.688150 5.143990 -3.499138 0.0 0.0 0.0
H 0.718151 3.250088 -5.178904 0.0 0.0 0.0
H 2.125102 1.609284 -3.034328 0.0 0.0 0.1
H 2.943966 2.317626 -4.417053 0.0 0.0 0.0
H 1.702615 1.087114 -4.666398 0.0 0.0 0.0
H -0.592924 1.544042 -3.796289 0.0 0.0 -0.1
H -2.292242 3.022671 -4.625160 0.0 0.0 0.0
H -1.251424 4.443298 -4.369084 0.0 0.0 0.0
H -2.697724 5.588524 -1.402277 0.0 0.0 0.0
H -3.705978 6.645579 0.552861 0.0 0.0 0.0
H -3.685670 5.429900 2.732429 0.0 0.0 0.0
H -2.579196 3.291121 2.911046 0.0 0.0 0.0
H 0.266206 3.951876 2.042454 0.0 0.0 0.0
H 1.619156 4.697829 3.934458 0.0 0.0 0.0
H 1.727489 3.345968 6.006688 0.0 0.0 0.0
H 0.450663 1.234176 6.160016 0.0 0.0 0.0
H -0.891859 0.461195 4.286047 0.0 0.0 0.0
H -3.859149 1.826095 0.276093 0.0 0.0 0.0
H -6.004001 0.715163 0.586758 0.0 0.0 0.0
H -6.307400 -0.938474 2.402415 0.0 0.0 0.0
H -4.390963 -1.536359 3.848494 0.0 0.0 0.0
H -2.202884 -0.555980 3.465189 0.0 0.0 0.0
C 3.328571 -2.510254 -4.979618 0.0 0.0 0.0
C 3.619485 -1.464094 -4.112826 0.0 0.0 0.0
C 3.005968 -1.412296 -2.872073 -0.1 0.0 0.0
C 2.109767 -2.413066 -2.492127 0.2 0.2 0.1
C 1.824815 -3.466141 -3.356653 0.0 0.0 0.0
C 2.436421 -3.503956 -4.602854 0.0 0.0 0.0
As 1.355829 -2.333117 -0.726130 -0.5 -0.4 0.3
C 0.211146 -3.877148 -0.569875 0.0 0.0 -0.3
C -0.887736 -4.205947 -1.348400 0.0 0.0 0.1
C -1.554453 -5.402290 -1.112615 0.0 0.0 0.0
C -1.119585 -6.250156 -0.102471 0.0 0.0 0.0
C -0.015526 -5.921604 0.672931 0.0 0.0 0.0
C 0.665633 -4.732216 0.439046 0.0 0.0 0.0
C 1.908073 -4.300547 1.114193 0.0 0.0 0.0
C 2.541712 -4.963628 2.159494 0.0 0.0 0.0
C 3.759406 -4.501032 2.638280 0.0 0.0 0.0
C 4.367736 -3.383853 2.077877 0.0 0.0 0.0
C 3.736438 -2.696337 1.049120 0.0 0.0 0.0
C 2.506219 -3.149152 0.589395 0.2 0.1 -0.1
H 3.807991 -2.556402 -5.948127 0.0 0.0 0.0
H 4.329928 -0.700738 -4.401715 0.0 0.0 0.0
H 3.254735 -0.600718 -2.193888 0.1 -0.1 0.0
H 1.151881 -4.260965 -3.065087 0.0 0.0 0.0
H 2.222800 -4.323228 -5.276026 0.0 0.0 0.0
H -1.230324 -3.562739 -2.151377 0.0 0.0 0.0
H -2.408050 -5.673315 -1.719840 0.0 0.0 0.0
H -1.635783 -7.184049 0.074662 0.0 0.0 0.0
H 0.319716 -6.607392 1.439714 0.0 0.0 0.0
H 2.103169 -5.854847 2.588683 0.0 0.0 0.0
H 4.252096 -5.032454 3.441309 0.0 0.0 0.0
H 5.337911 -3.060917 2.430421 0.0 0.0 0.0
H 4.226891 -1.845436 0.590584 0.0 0.0 0.0
N -1.199830 -0.655795 -2.493560 0.0 0.1 -0.1
N -1.552929 -0.420074 -1.113014 0.0 0.0 0.1
H -2.037518 -0.962918 -2.985926 0.0 0.0 0.0
H -0.535143 -1.422037 -2.528239 0.1 0.0 0.0
H -2.178240 -1.161826 -0.770241 0.0 0.0 0.0
H -2.136577 0.412643 -1.124780 0.0 0.0 0.0
N -0.776886 -1.731618 1.268544 -0.3 0.1 0.4
C -1.587626 -2.555995 1.494282 0.0 0.0 0.0
C -2.677559 -3.352245 1.544613 0.1 -0.1 -0.1
C -2.931297 -4.327909 2.539830 0.0 0.0 0.0
N -3.116976 -5.102304 3.368516 0.0 0.0 0.0
C -3.510627 -3.020680 0.437969 0.0 0.0 -0.1
N -3.996499 -2.573441 -0.508640 0.0 0.0 0.0



| no. | strongest force on any atom (eV/Å) |
| --- | --- |
| 1 | 3.751 |
| 2 | 1.007 |